Formula: C12H16O2S
Source: OMol25
Level of theory: wB97M-V/def2-TZVPD

```
31
Properties=species:S:1:pos:R:3:forces:R:3
O 2.694 -2.298 -0.657 -1.10 0.94 -0.15
S 2.021 -1.156 -1.280 2.51 -0.83 -0.90
O 2.606 -0.730 -2.563 -1.27 -0.09 1.47
C 1.949 0.219 -0.126 -0.45 0.04 0.05
C 0.550 0.200 0.536 0.95 -0.09 0.67
C 0.254 1.607 1.136 -1.23 -0.05 -0.99
C -0.547 2.527 0.228 -0.54 -0.93 -2.58
C -0.963 2.231 -1.062 1.04 -0.30 3.34
C -0.658 0.874 -1.659 -0.16 0.51 0.91
C -0.409 -0.263 -0.608 -0.49 0.97 -0.33
C -1.801 -0.662 -0.088 0.32 -0.24 0.77
C -1.816 -1.380 1.236 2.00 -0.33 1.60
C -0.731 -1.452 2.076 -1.47 0.79 -1.57
C 0.601 -0.780 1.749 0.04 -0.62 0.47
C 0.261 -1.415 -1.392 -0.39 0.52 -0.22
H 2.026 1.103 -0.742 0.27 0.34 -0.17
H 2.781 0.154 0.584 -0.17 -0.04 -0.25
H -0.301 1.480 2.068 -0.24 -0.04 -0.04
H 1.150 2.137 1.453 0.42 -0.18 -0.16
H -0.796 3.477 0.658 -0.13 0.47 0.05
H -1.558 2.932 -1.631 0.09 0.11 0.02
H 0.178 1.019 -2.323 0.53 -0.28 -0.44
H -1.501 0.555 -2.264 -0.11 -0.10 -0.26
H -2.435 0.217 0.058 0.08 0.14 -0.34
H -2.248 -1.278 -0.854 -0.44 -0.21 -0.26
H -2.749 -1.824 1.595 0.21 0.15 -0.32
H -0.870 -1.905 3.061 0.23 0.00 -0.34
H 1.393 -1.546 1.592 -0.52 0.24 0.01
H 0.936 -0.225 2.670 -0.22 -0.35 -0.91
H 0.010 -2.373 -1.000 0.10 -0.83 0.65
H -0.028 -1.446 -2.450 0.16 0.29 0.22
```
Positions in Å, forces in eV/Å.

The calculation puts the LUMO energy at 0.024 Eh. The calculation puts the energy relative to the best compared isomer or geometry (same formula, charge and spin) at 0.00 kJ/mol. As for the SMILES: O=S1(=O)C[C@]23CC=CC[C@]2(CC=CC3)C1. The calculation puts the maximum force at 3.5 eV/A. The highest occupied orbital energy comes out at -9.35 eV. Its charge is 0.